1.
The following is a quantum chemistry calculation of C44H33ClN5O10RbS as an isolated structure, from the OMol25 dataset.

Geometry as ORCA input:
```
! wB97M-V def2-TZVPD RIJCOSX def2/J DEFGRID3
* xyz -2 1
Rb 1.057 0.146 0.883
O 4.099 5.920 -4.433
N 4.643 4.834 -4.347
O 5.708 4.566 -4.871
C 3.921 3.748 -3.663
C 4.125 2.512 -4.160
C 3.406 1.398 -3.637
C 3.551 0.102 -4.166
C 2.811 -0.915 -3.633
C 1.935 -0.627 -2.569
N 1.791 0.576 -2.056
C 2.512 1.585 -2.574
C 2.344 2.918 -2.007
N 1.530 3.027 -0.941
C 1.354 4.213 -0.402
C 1.979 5.370 -0.895
C 2.822 5.277 -1.967
C 3.027 4.018 -2.566
H 4.820 2.372 -4.977
H 4.243 -0.066 -4.983
H 2.886 -1.930 -4.000
H 1.327 -1.410 -2.122
H 0.724 4.272 0.479
H 1.803 6.315 -0.399
H 3.332 6.150 -2.343
O 0.325 0.973 4.293
C -1.007 0.617 4.603
C -1.026 -0.804 5.141
C -0.514 -1.853 4.147
C -1.493 -2.252 3.074
C -1.856 -3.586 2.903
C -2.741 -3.929 1.894
C -3.233 -2.933 1.073
C -2.809 -1.634 1.307
N -1.979 -1.289 2.284
H 0.289 1.690 3.629
H -1.638 0.672 3.717
H -1.424 1.297 5.361
H -2.047 -1.048 5.453
H -0.397 -0.844 6.035
H -0.216 -2.753 4.690
H 0.393 -1.465 3.676
H -1.433 -4.342 3.553
H -3.024 -4.963 1.739
H -3.889 -3.148 0.241
H -3.138 -0.832 0.654
Cl 6.534 5.226 -0.068
C 6.004 3.627 0.429
C 4.654 3.392 0.603
C 4.233 2.116 0.957
C 5.151 1.093 1.164
C 6.505 1.371 1.006
C 6.945 2.631 0.626
C 4.709 -0.330 1.553
O 5.615 -1.108 1.888
O 3.474 -0.544 1.468
H 3.943 4.193 0.457
H 3.169 1.926 1.043
H 7.200 0.561 1.185
H 7.997 2.842 0.482
C -5.382 -6.588 -3.044
C -4.847 -7.689 -3.925
O -5.554 -8.557 -4.377
S -3.117 -7.723 -4.352
C -2.407 -6.350 -3.491
C -2.265 -5.115 -4.121
C -1.732 -4.037 -3.441
C -1.316 -4.145 -2.100
C -1.449 -5.408 -1.489
C -1.978 -6.487 -2.171
C -0.793 -3.039 -1.385
C -0.453 -2.084 -0.675
H -6.410 -6.396 -3.347
H -4.788 -5.680 -3.075
H -5.389 -6.953 -2.016
H -2.586 -5.003 -5.150
H -1.631 -3.078 -3.933
H -1.118 -5.516 -0.464
H -2.067 -7.449 -1.681
O -0.620 4.850 2.136
C -0.898 3.642 2.189
O -0.109 2.663 2.126
C -2.391 3.302 2.292
C -2.863 2.033 1.973
C -4.215 1.739 2.066
C -5.077 2.734 2.495
C -4.637 4.007 2.825
C -3.287 4.282 2.710
N -6.510 2.433 2.606
O -6.893 1.322 2.291
O -7.250 3.307 3.028
H -2.156 1.271 1.674
H -4.599 0.758 1.828
H -5.346 4.750 3.157
H -2.891 5.264 2.933
*
```

- energy (eV) = -98100.8919
- E_HOMO (eV) = -3.6275

=====

2.
The following is a quantum chemistry calculation of a 8-piece molecular cluster, C67H144N8O8 overall in a non-equilibrium geometry, from the OMol25 dataset.

Geometry as ORCA input:
```
! wB97M-V def2-TZVPD RIJCOSX def2/J DEFGRID3
* xyz 0 1
C 1.769 -1.429 5.557
C 1.184 -2.689 4.943
C -0.304 -2.436 4.633
C 1.866 -3.012 3.566
C 3.291 -3.579 3.771
C 3.283 -4.813 4.596
C 2.619 -4.573 5.958
C 2.386 -5.991 6.557
C 3.671 -3.836 6.748
N 1.316 -3.869 5.791
O 0.734 -3.682 7.100
H 2.835 -1.404 5.874
H 1.677 -0.591 4.869
H 1.265 -1.190 6.494
H -0.860 -3.324 4.276
H -0.825 -2.189 5.578
H -0.418 -1.595 3.944
H 1.214 -3.783 3.172
H 1.880 -2.120 2.940
H 3.722 -3.757 2.794
H 3.962 -2.795 4.166
H 4.273 -5.240 4.776
H 2.665 -5.551 4.067
H 3.315 -6.489 6.776
H 1.704 -6.618 5.961
H 1.938 -5.950 7.563
H 4.218 -3.047 6.183
H 4.577 -4.431 6.951
H 3.366 -3.312 7.694
H 1.120 -2.873 7.481
C -1.189 -1.337 -1.977
C -0.932 -0.179 -1.019
C -1.466 1.126 -1.639
C -1.657 -0.516 0.335
C -1.306 0.382 1.455
C 0.157 0.396 1.798
C 0.971 0.752 0.468
C 0.779 2.192 0.243
C 2.389 0.399 0.734
N 0.525 -0.158 -0.658
O 1.325 0.090 -1.811
H -2.250 -1.470 -1.991
H -0.876 -1.117 -2.998
H -0.717 -2.245 -1.596
H -2.403 0.872 -2.105
H -1.742 1.944 -0.933
H -0.821 1.557 -2.422
H -2.737 -0.542 0.084
H -1.428 -1.557 0.561
H -1.684 1.421 1.352
H -1.842 0.054 2.372
H 0.522 -0.593 2.000
H 0.400 1.051 2.620
H 1.475 2.863 0.819
H -0.245 2.471 0.458
H 0.982 2.521 -0.783
H 3.008 0.631 -0.125
H 2.498 -0.612 1.013
H 2.755 0.932 1.593
H 0.992 0.944 -2.123
C 2.383 -2.102 -4.236
C 3.904 -1.834 -4.357
C 4.561 -2.798 -3.380
C 4.354 -2.155 -5.773
C 3.798 -1.093 -6.784
C 4.255 0.298 -6.317
C 3.929 0.646 -4.866
C 4.773 1.889 -4.489
C 2.450 1.132 -4.922
N 4.306 -0.461 -3.990
O 4.002 -0.115 -2.639
H 2.267 -3.086 -3.827
H 1.874 -1.402 -3.595
H 1.926 -1.922 -5.188
H 5.612 -2.498 -3.305
H 4.122 -2.703 -2.364
H 4.445 -3.874 -3.614
H 5.436 -1.990 -5.827
H 4.130 -3.149 -6.118
H 4.156 -1.415 -7.784
H 2.689 -1.090 -6.784
H 3.923 1.058 -6.991
H 5.343 0.364 -6.425
H 4.569 2.364 -3.531
H 4.676 2.590 -5.270
H 5.818 1.625 -4.504
H 1.862 0.382 -5.446
H 2.287 2.089 -5.455
H 2.222 1.235 -3.862
H 3.057 -0.224 -2.513
C 1.289 -7.993 0.394
C 2.279 -7.158 -0.343
C 3.660 -7.766 -0.096
C 1.845 -7.187 -1.875
C 0.641 -6.261 -2.183
C 1.010 -4.798 -1.796
C 1.310 -4.756 -0.250
C 1.835 -3.345 0.031
C -0.053 -4.950 0.390
N 2.359 -5.732 0.128
O 2.581 -5.791 1.516
H 1.349 -9.050 0.157
H 1.403 -7.905 1.492
H 0.250 -7.657 0.299
H 4.062 -7.666 0.918
H 3.596 -8.790 -0.394
H 4.343 -7.359 -0.793
H 2.717 -6.809 -2.492
H 1.589 -8.222 -2.133
H 0.409 -6.294 -3.273
H -0.285 -6.596 -1.711
H 0.152 -4.113 -2.021
H 1.882 -4.523 -2.403
H 2.041 -3.015 1.047
H 1.124 -2.677 -0.466
H 2.811 -3.263 -0.460
H -0.517 -5.901 0.302
H -0.764 -4.203 0.053
H 0.060 -4.790 1.502
H 3.418 -5.347 1.676
C -4.804 6.514 0.705
C -4.392 5.383 -0.270
C -3.751 4.260 0.416
C -5.605 4.826 -1.059
C -5.196 4.006 -2.318
C -4.443 4.989 -3.243
C -3.148 5.508 -2.569
C -2.162 4.372 -2.410
C -2.501 6.639 -3.409
N -3.550 6.130 -1.266
O -2.383 6.593 -0.568
H -5.384 7.241 0.157
H -5.512 6.163 1.492
H -3.875 6.880 1.231
H -2.793 4.504 0.912
H -4.428 3.871 1.182
H -3.613 3.329 -0.178
H -6.130 4.107 -0.399
H -6.377 5.595 -1.296
H -4.579 3.118 -2.131
H -6.099 3.678 -2.872
H -5.107 5.836 -3.250
H -4.306 4.642 -4.266
H -1.123 4.713 -2.398
H -2.232 3.682 -3.250
H -2.350 3.772 -1.518
H -3.227 7.268 -3.937
H -1.929 6.216 -4.267
H -1.783 7.205 -2.841
H -2.513 7.544 -0.533
C -4.159 -3.257 -3.442
C -4.249 -3.469 -4.912
C -3.496 -4.780 -5.249
C -5.743 -3.676 -5.294
C -6.580 -2.396 -5.273
C -5.928 -1.370 -6.160
C -4.450 -1.030 -5.827
C -3.752 -0.241 -6.958
C -4.322 -0.274 -4.505
N -3.743 -2.356 -5.806
O -2.333 -2.134 -5.435
H -3.197 -3.176 -2.988
H -4.680 -2.368 -3.115
H -4.593 -4.120 -2.976
H -3.719 -5.069 -6.284
H -2.415 -4.685 -5.087
H -3.954 -5.585 -4.680
H -5.823 -4.057 -6.322
H -6.183 -4.409 -4.618
H -7.534 -2.703 -5.667
H -6.751 -1.945 -4.281
H -6.522 -0.449 -6.090
H -6.003 -1.710 -7.162
H -2.731 0.037 -6.779
H -4.272 0.716 -7.096
H -3.728 -0.800 -7.896
H -5.052 -0.631 -3.824
H -4.518 0.807 -4.683
H -3.297 -0.390 -4.048
H -1.853 -2.195 -6.304
C 2.012 4.997 5.516
C 1.117 3.840 5.953
C 1.980 2.557 6.126
C 0.410 4.224 7.269
C -0.712 3.242 7.572
C -1.792 3.273 6.472
C -1.152 2.882 5.103
C -0.957 1.380 5.103
C -2.048 3.324 3.958
N 0.083 3.664 4.853
O 0.703 3.286 3.635
H 1.477 5.949 5.426
H 2.797 5.176 6.236
H 2.494 4.898 4.554
H 2.494 2.352 5.197
H 2.664 2.689 6.983
H 1.394 1.662 6.327
H 1.151 4.250 8.078
H 0.041 5.259 7.154
H -0.214 2.284 7.791
H -1.155 3.473 8.533
H -2.227 4.272 6.342
H -2.579 2.550 6.693
H 0.012 1.135 4.703
H -1.723 0.905 4.494
H -1.045 0.929 6.082
H -1.609 3.098 2.965
H -2.213 4.404 4.039
H -3.068 2.854 3.956
H 0.507 4.012 3.029
C 3.593 3.965 1.937
O 2.772 4.708 1.119
C 2.566 5.965 1.645
C 1.140 6.579 1.474
C 0.998 7.983 2.151
N 0.147 5.731 2.176
H 4.257 4.647 2.459
H 4.134 3.244 1.304
H 3.002 3.450 2.716
H 2.672 5.844 2.714
H 3.304 6.691 1.225
H 0.789 6.687 0.441
H -0.060 8.352 2.127
H 1.586 8.729 1.594
H 1.382 7.897 3.177
H -0.788 5.842 1.821
H 0.092 6.048 3.129
*
```

- structure (SMILES) = CC1(C)CCCC(C)(C)N1O.CC1(C)CCCC(C)(C)N1O.CC1(C)CCCC(C)(C)N1O.CC1(C)CCCC(C)(C)N1O.CC1(C)CCCC(C)(C)N1O.CC1(C)CCCC(C)(C)N1O.CC1(C)CCCC(C)(C)N1O.COC[C@H](C)N
- energy (eV) = -100105.8776
- E_HOMO (eV) = -8.1660

=====

3.
The following is a quantum chemistry calculation of a single C5H9NO molecule in a non-equilibrium geometry, from the OMol25 dataset.

Geometry as ORCA input:
```
! wB97M-V def2-TZVPD RIJCOSX def2/J DEFGRID3
* xyz 0 1
C -0.885 1.261 0.741
C -0.085 0.055 0.170
C 0.473 -0.798 1.316
C -0.561 -0.844 -1.077
N 0.570 -0.287 -1.807
C 0.992 0.558 -0.837
O 1.852 1.408 -0.843
H -0.244 1.890 1.394
H -1.721 0.921 1.359
H -1.260 1.919 -0.049
H -0.220 -0.993 2.137
H 1.342 -0.331 1.755
H 0.786 -1.776 0.973
H -0.487 -1.957 -1.064
H -1.543 -0.555 -1.462
H 0.992 -0.471 -2.703
*
```

- structure (SMILES) = CC1(C)CNC1=O
- energy (eV) = -8868.1878
- E_HOMO (eV) = -9.5846

=====

In order of appearance, ΔE to the lowest compared entry with this formula, charge and spin = 0.118, 0.000, 1.025 eV.
In order of appearance, E_LUMO = 2.8, 0.4, 0.9 eV.